a:
C3H7N3S | wB97M-V/def2-TZVPD

XYZ file:
```
14
Properties=species:S:1:pos:R:3:nbo_charge:R:1
C 1.2189 -0.9783 0.0006 -0.272
C 0.6277 0.1351 -0.7926 -0.260
C -1.4696 1.4595 -0.1805 -0.432
N 0.2498 -1.3275 1.0710 -0.252
N -0.5348 0.3787 0.0176 -0.198
N -0.7677 -0.4268 1.0080 0.072
S 0.9251 -2.5803 2.0822 -0.225
H 1.2858 -1.8753 -0.6330 0.236
H 2.2404 -0.7321 0.6042 0.245
H 1.2142 0.9596 -0.7061 0.207
H 0.3372 -0.0195 -1.7399 0.204
H -1.0716 2.4421 -0.6386 0.230
H -2.3082 1.0066 -0.9540 0.197
H -1.9473 1.5582 0.8609 0.247
```

Values from the calculation:
net charge	0
HOMO (alpha / beta)	-7.3 / -7.3	eV
HOMO-LUMO gap (alpha / beta)	7.36 / 7.37	eV
LUMO (alpha / beta)	0.004 / 0.004	Eh

b:
C3H7N3S | wB97M-V/def2-TZVPD

XYZ file:
```
14
Properties=species:S:1:pos:R:3:nbo_charge:R:1
C 1.2685 -0.4028 0.1609 -0.431
C -1.0404 0.1005 -0.3756 0.345
C -1.2080 -0.0123 1.9969 -0.072
H 1.6434 0.4126 0.7858 0.227
H 0.9901 -1.2465 0.8095 0.217
H 2.1283 -0.6963 -0.4542 0.228
H 0.3834 1.2153 -2.3036 0.360
H 0.1881 -0.3278 -2.7040 0.356
H -1.6902 0.3050 -1.2097 0.180
H -1.5009 -0.8183 2.6966 0.194
N 0.2366 0.0205 -0.7094 -0.236
N 0.6411 0.2873 -2.0183 -0.637
N -1.6408 -0.1534 0.7640 -0.535
S -0.3992 1.3162 2.5612 -0.195
```

Values from the calculation:
net charge	0
HOMO	-8.1	eV
HOMO-LUMO gap	8.52	eV
structure (SMILES)	CN(N)/C=N\C=S
LUMO	0.016	Eh

c:
C3H7N3S | wB97M-V/def2-TZVPD

XYZ file:
```
14
Properties=species:S:1:pos:R:3:nbo_charge:R:1
C 0.1928 1.8543 -0.1657 -0.431
C -2.0411 -0.5890 -0.2890 0.244
C 0.9829 -0.6652 0.0344 -0.097
H 0.0053 2.5260 0.6125 0.210
H -0.3837 2.0821 -1.0900 0.208
H 1.2161 1.9589 -0.6055 0.243
H -1.4847 -0.0233 1.6369 0.361
H -1.6026 -1.2986 -1.1709 0.172
H -3.6797 0.4905 0.6425 0.284
H 0.5877 -1.6524 0.2113 0.204
N -0.0167 0.4296 0.1438 -0.253
N -1.1153 -0.0466 0.5336 -0.468
N -3.3470 -0.4897 -0.2436 -0.615
S 2.6179 -0.4335 -0.0470 -0.062
```

Values from the calculation:
net charge	0
HOMO	-8.9	eV
HOMO-LUMO gap	8.70	eV
LUMO	-0.006	Eh

Which is the most stable structure? b is the most stable.

a:
C3H7N3S | wB97M-V/def2-TZVPD

XYZ file:
```
14
Properties=species:S:1:pos:R:3:nbo_charge:R:1
C -0.2903 -0.5310 -0.2781 0.407
C -0.2819 0.4757 0.7748 -0.182
C 0.9457 1.2279 1.0617 -0.250
H -1.6394 -1.3581 -2.7805 0.100
H -0.4323 1.0290 -1.6077 0.398
H -0.2091 -2.0571 0.8422 0.339
H -1.1851 1.0245 0.9048 0.220
H 0.8523 2.2858 1.4078 0.207
H 1.8084 0.9407 0.4335 0.204
H 1.0081 -0.6200 1.9123 0.351
N -0.3114 0.0145 -1.5620 -0.772
N -0.3225 -1.8087 -0.1393 -0.684
N 0.4650 0.2354 2.0235 -0.560
S -0.4074 -0.8586 -2.9931 0.223
```

Values from the calculation:
net charge	0
HOMO	-9.1	eV
HOMO-LUMO gap	9.83	eV
structure (SMILES)	[H]/N=C(/NS)[C@@H]1CN1
LUMO	0.027	Eh

b:
C3H7N3S | wB97M-V/def2-TZVPD

XYZ file:
```
14
Properties=species:S:1:pos:R:3:nbo_charge:R:1
C -0.2242 -0.7807 -0.2114 -0.130
C -1.1972 0.2505 0.4799 -0.247
C 1.1064 -0.3987 0.5735 0.107
H -0.8573 -0.4583 -2.1551 0.371
H 0.7223 -1.1049 -1.9690 0.389
H -0.4687 -1.8180 0.0973 0.202
H -1.4544 -0.1031 1.5085 0.207
H -2.0560 0.5887 -0.0891 0.210
H -0.2009 1.7451 -0.3869 0.350
H 1.6000 1.5229 1.4194 0.421
N 0.0082 -0.3845 -1.5781 -0.853
N -0.3294 1.4376 0.6313 -0.428
N 0.8930 0.8420 1.0103 -0.441
S 2.4582 -1.3388 0.6694 -0.159
```

Values from the calculation:
net charge	0
HOMO	-8.3	eV
HOMO-LUMO gap	8.98	eV
structure (SMILES)	N[C@@H]1CNNC1=S
LUMO	0.027	Eh

c:
C3H7N3S | wB97M-V/def2-TZVPD

XYZ file:
```
14
Properties=species:S:1:pos:R:3:nbo_charge:R:1
C -1.0553 -2.0321 0.6854 -0.697
C 0.2944 -1.5978 1.1286 0.099
C 1.0648 1.2506 -0.3579 0.274
H -1.6181 -2.2751 1.5954 0.225
H -0.9614 -2.9867 0.1313 0.229
H -1.6555 -1.3132 0.1216 0.248
H 0.9705 -2.2578 1.6538 0.184
H 2.1121 1.3168 -0.0674 0.177
H 1.3189 3.0287 -1.4023 0.407
H -1.5983 2.6334 -1.0395 0.095
N 0.9345 -0.5383 0.8322 -0.297
N 0.2450 0.3876 0.0552 -0.389
N 0.7385 2.1661 -1.3114 -0.753
S -0.7901 2.2178 -2.0250 0.199
```

Values from the calculation:
net charge	0
HOMO	-8.8	eV
HOMO-LUMO gap	9.56	eV
structure (SMILES)	C/C=N\N=C\NS
LUMO	0.029	Eh

Which is the most stable structure? b is the most stable.

a:
C5H8N2O2 | wB97M-V/def2-TZVPD

XYZ file:
```
17
Properties=species:S:1:pos:R:3:nbo_charge:R:1
C -1.0907 -1.0999 -2.5373 -0.247
C -0.1604 -0.2782 -0.3165 0.581
C 0.4980 1.8753 0.2525 0.674
C 0.1848 -0.2110 1.0303 -0.139
C 0.5474 -1.4267 1.8619 -0.593
H -1.3622 -2.1171 -2.8618 0.228
H -1.8982 -0.4935 -2.3379 0.191
H -0.4614 -0.3410 -2.8956 0.224
H 0.7464 3.7848 -0.4473 0.373
H 0.4853 1.5084 2.3076 0.403
H 0.5141 -0.9685 3.2491 0.208
H -0.8526 -2.0892 1.3958 0.216
H 1.6516 -1.9751 1.6311 0.242
N 0.7088 3.0932 0.4500 -0.717
N 0.9894 1.0160 1.1811 -0.586
O -0.2204 -1.3291 -1.1461 -0.513
O -0.2800 1.0516 -0.8170 -0.543
```

Values from the calculation:
net charge	0
HOMO	-7.7	eV
HOMO-LUMO gap	8.01	eV
LUMO	0.012	Eh

b:
C5H8N2O2 | wB97M-V/def2-TZVPD

XYZ file:
```
17
Properties=species:S:1:pos:R:3:nbo_charge:R:1
C 0.0454 -0.5490 -0.0749 -0.371
C 1.3906 -0.0325 -0.0377 0.127
C -0.9065 0.4647 -0.0273 0.178
C 2.6895 -0.6999 0.0926 -0.638
C -2.4402 0.2630 0.0492 -0.634
N 1.3856 1.3163 -0.0718 0.205
N -0.4676 1.6862 -0.2324 -0.046
O -1.0129 2.8169 0.1471 -0.497
O 2.2403 2.1940 -0.0750 -0.422
H -0.2158 -1.6259 -0.1947 0.234
H 3.3945 -0.0320 0.3477 0.235
H 2.7019 -1.4144 0.9815 0.225
H 3.0731 -1.2228 -0.7464 0.231
H -2.7481 -0.6395 -0.3594 0.225
H -2.7554 0.3589 1.2063 0.229
H -2.7569 1.2271 -0.5194 0.227
H -0.6209 3.5190 -0.3877 0.493
```

Values from the calculation:
net charge	0
HOMO (alpha / beta)	-7.4 / -7.4	eV
HOMO-LUMO gap (alpha / beta)	7.83 / 7.83	eV
LUMO (alpha / beta)	0.017 / 0.017	Eh

Which is the most stable structure? b is the most stable.

a:
C5H8N2O2 | wB97M-V/def2-TZVPD

XYZ file:
```
17
Properties=species:S:1:pos:R:3:nbo_charge:R:1
C 1.7516 0.1803 0.3063 -0.613
C 0.7701 -0.8642 -0.2415 -0.354
C -0.2251 -1.3918 0.7874 0.089
C -1.5998 1.2628 0.3083 0.179
C -0.0300 -0.3655 -1.4665 0.090
H 2.3721 0.5957 -0.5493 0.217
H 2.3827 -0.1730 1.1266 0.219
H 1.2458 1.0699 0.6399 0.245
H 1.3073 -1.7548 -0.5607 0.224
H -0.1556 -2.4731 0.9337 0.201
H -2.4040 0.6332 -0.1259 0.175
H -2.1083 2.1863 0.7259 0.194
H -0.0434 -1.1886 -2.2035 0.191
N -0.9913 -0.7063 1.5092 -0.109
N -0.6463 0.6928 -1.8005 -0.111
O -0.9160 0.6564 1.3660 -0.412
O -0.7101 1.6398 -0.7555 -0.425
```

Values from the calculation:
net charge	0
HOMO	-9.4	eV
HOMO-LUMO gap	10.08	eV
structure (SMILES)	CC1/C=N\OCO/N=C\1
LUMO	0.024	Eh

b:
C5H8N2O2 | wB97M-V/def2-TZVPD

XYZ file:
```
17
Properties=species:S:1:pos:R:3:nbo_charge:R:1
C -0.3568 1.4295 -0.7851 0.573
C -0.6420 1.4136 0.7001 -0.523
C -1.3476 0.0465 1.0069 -0.198
C 0.8058 -1.4387 0.4816 0.790
C 0.3255 0.2433 -1.3334 -0.341
H -1.4639 2.1461 0.8159 0.248
H 0.2053 1.5631 1.3254 0.244
H -1.7278 -0.0484 2.0334 0.216
H -2.2515 -0.0447 0.3407 0.199
H -0.6481 -1.8140 1.7347 0.404
H 2.0464 -0.6763 -0.9457 0.397
H 0.9955 0.3330 -2.2110 0.245
H -0.5379 -0.4594 -1.6082 0.226
N -0.4673 -1.1736 0.9269 -0.669
N 1.2176 -0.4575 -0.4447 -0.654
O -0.8922 2.3483 -1.4721 -0.534
O 1.5698 -2.3166 0.8119 -0.624
```

Values from the calculation:
net charge	0
HOMO	-9.7	eV
HOMO-LUMO gap	10.28	eV
structure (SMILES)	O=C1CCNC(=O)NC1
LUMO	0.023	Eh

Which is the most stable structure? b is the most stable.

a:
C2H7NO4 | wB97M-V/def2-TZVPD

XYZ file:
```
14
Properties=species:S:1:pos:R:3:nbo_charge:R:1
O 0.3850 -1.9980 -1.6169 -0.570
C -0.2401 -1.0192 -1.4009 0.537
N -0.9074 -0.5656 -0.3213 -0.671
C -1.4229 0.6585 -0.5393 0.521
O -2.0821 0.8754 -1.5958 -0.545
H -0.2968 -0.3052 -2.3134 0.128
H -0.7639 -1.0163 0.5475 0.431
H -1.4911 1.3024 0.4215 0.150
H 0.5677 -1.9570 1.5524 0.466
H 0.0349 -3.1862 0.7560 0.496
O 0.0035 -2.6639 1.5380 -0.944
H 2.5982 2.7099 1.0469 0.468
H 1.7625 3.9441 0.6247 0.475
O 1.8526 3.2211 1.3005 -0.943
```

Values from the calculation:
net charge	0
HOMO	-10.2	eV
HOMO-LUMO gap	10.50	eV
structure (SMILES)	O=CNC=O.O.O
LUMO	0.010	Eh

b:
C2H7NO4 | wB97M-V/def2-TZVPD

XYZ file:
```
14
Properties=species:S:1:pos:R:3:nbo_charge:R:1
O -2.2154 -0.1416 -0.1065 -0.530
C -1.4610 -0.9939 -0.4668 0.537
N -0.2752 -0.7710 -1.1492 -0.666
C 0.2281 0.4815 -1.4909 0.549
O -0.0848 1.5060 -0.9552 -0.534
H -1.6048 -2.0668 -0.2471 0.119
H 0.1120 -1.5324 -1.6809 0.404
H 0.9829 0.4494 -2.2900 0.118
H -0.5805 0.6147 1.6111 0.472
H -1.7705 1.2010 2.3307 0.476
O -0.9419 0.7395 2.4937 -0.948
H 2.2967 -0.0619 1.3848 0.484
H 2.8708 0.6916 0.1268 0.479
O 2.4437 -0.1163 0.4395 -0.960
```

Values from the calculation:
net charge	0
HOMO	-10.2	eV
HOMO-LUMO gap	10.64	eV
structure (SMILES)	O=CNC=O.O.O
LUMO	0.017	Eh

Which is the most stable structure? b is the most stable.

a:
CH2N4O | wB97M-V/def2-TZVPD

XYZ file:
```
8
Properties=species:S:1:pos:R:3:nbo_charge:R:1
C -0.5252 -0.3381 0.1509 0.471
H -2.3107 0.4762 -0.1589 0.365
H 0.4465 1.7003 -0.1757 0.403
N -1.7753 -0.4674 -0.0737 -0.633
N 0.4253 -1.3056 0.0747 -0.237
N 1.6139 -1.1081 0.0636 0.222
N 0.4573 0.7716 0.2703 -0.362
O 1.6682 0.2711 -0.1511 -0.229
```

Values from the calculation:
net charge	0
HOMO	-9.6	eV
HOMO-LUMO gap	9.24	eV
structure (SMILES)	[H]/N=c1/nno[nH]1
LUMO	-0.015	Eh

b:
CH2N4O | wB97M-V/def2-TZVPD

XYZ file:
```
8
Properties=species:S:1:pos:R:3:nbo_charge:R:1
C 0.6081 0.3217 -0.1778 0.562
H 2.1855 0.5434 -1.1209 0.361
H -1.8995 -0.4878 1.4198 0.418
N 1.7445 0.8615 -0.2468 -0.693
N -0.0931 -0.5467 -1.0483 -0.306
N -1.1750 -0.8913 -0.4662 0.062
N -1.2125 -0.3071 0.7053 -0.122
O -0.1579 0.5064 0.9349 -0.283
```

Values from the calculation:
net charge	0
HOMO	-9.4	eV
HOMO-LUMO gap	9.73	eV
structure (SMILES)	[H]/N=c1\nn[nH]o1
LUMO	0.013	Eh

c:
CH2N4O | wB97M-V/def2-TZVPD

XYZ file:
```
8
Properties=species:S:1:pos:R:3:nbo_charge:R:1
C -0.4389 -0.1756 0.1698 0.450
H -2.0286 -1.0573 -0.3960 0.360
H 0.0582 1.7727 -0.1813 0.401
N -1.7184 -0.0712 -0.0700 -0.676
N 0.5989 -1.3326 0.2900 -0.237
N 1.6902 -0.7080 -0.0889 0.190
N 0.2599 0.9774 0.3543 -0.326
O 1.5788 0.5946 -0.0779 -0.163
```

Values from the calculation:
net charge	0
HOMO	-10.0	eV
HOMO-LUMO gap	9.73	eV
structure (SMILES)	[H]/N=c1\nno[nH]1
LUMO	-0.009	Eh

Which is the most stable structure? b is the most stable.

a:
C5H9N3 | wB97M-V/def2-TZVPD

XYZ file:
```
17
Properties=species:S:1:pos:R:3:nbo_charge:R:1
C 1.9618 -1.6420 -0.3734 0.254
C 0.7620 -0.4013 -2.0437 -0.612
C -0.6640 -1.5932 -0.5087 -0.628
C 0.1800 1.6496 2.2131 -0.460
C 0.7164 -1.0230 -0.6842 -0.005
N 2.9560 -2.0809 -0.0566 -0.303
N 0.3304 0.4806 1.4746 -0.173
N 0.8814 0.5950 0.3966 -0.085
H 1.5198 0.3567 -2.0724 0.230
H 1.0721 -1.1278 -2.7377 0.225
H -0.1592 0.0493 -2.3342 0.211
H -1.3369 -1.0606 -1.1980 0.223
H -0.9044 -1.4688 0.5299 0.239
H -0.7461 -2.7821 -0.7605 0.235
H 0.2791 2.5632 1.6831 0.203
H 0.8443 1.4535 2.9844 0.228
H -0.7961 1.7853 2.7835 0.218
```

Values from the calculation:
net charge	0
HOMO	-8.7	eV
HOMO-LUMO gap	9.24	eV
LUMO	0.022	Eh

b:
C5H9N3 | wB97M-V/def2-TZVPD

XYZ file:
```
17
Properties=species:S:1:pos:R:3:nbo_charge:R:1
C 2.3073 -0.1992 0.4973 -0.420
C -0.4872 -1.4599 -0.3641 -0.143
C -1.7877 -1.3211 -0.0081 -0.274
C -2.1532 -0.0196 0.2531 -0.370
C -0.9846 0.7815 -0.0448 0.321
H 2.2184 -1.2858 0.8104 0.181
H 3.2947 0.0049 0.1522 0.206
H 2.1170 0.2345 1.4666 0.204
H 1.5891 0.0006 -1.5013 0.360
H 0.1527 -2.2654 -0.6984 0.214
H -2.5459 -2.1339 0.0102 0.215
H -3.0617 0.3581 0.6834 0.218
H -1.1514 2.7062 0.5701 0.390
H 0.0104 2.4428 -0.6802 0.400
N 1.3332 0.2269 -0.5711 -0.465
N -0.0088 -0.1731 -0.3644 -0.209
N -0.8424 2.1022 -0.2108 -0.828
```

Values from the calculation:
net charge	0
HOMO	-6.9	eV
HOMO-LUMO gap	7.90	eV
structure (SMILES)	CNn1cccc1N
LUMO	0.036	Eh

c:
C5H9N3 | wB97M-V/def2-TZVPD

XYZ file:
```
17
Properties=species:S:1:pos:R:3:nbo_charge:R:1
C -1.1104 1.4568 -0.6196 -0.226
C -0.6635 -0.4864 -0.0886 -0.075
C -0.1567 -1.4588 0.9701 -0.246
C 1.8246 -0.6560 -0.1798 0.266
C 0.1609 0.7433 -0.1118 -0.086
H -1.1861 1.3302 -1.7173 0.193
H -1.4077 2.4232 -0.2768 0.199
H -2.1689 0.5539 0.9159 0.350
H -0.6982 -1.0440 -1.0993 0.202
H -0.5388 -2.4749 0.8789 0.208
H -0.1897 -1.1585 1.9913 0.203
H 2.9249 -0.8105 -0.3831 0.171
H 2.0608 1.1908 -0.8507 0.374
H 0.4632 1.0867 0.9260 0.181
N -1.8688 0.3445 -0.0229 -0.617
N 1.2070 -1.4929 0.5596 -0.475
N 1.3474 0.4527 -0.8920 -0.621
```

Values from the calculation:
net charge	0
HOMO	-8.5	eV
HOMO-LUMO gap	9.37	eV
structure (SMILES)	C1=NC[C@H]2NC[C@@H]2N1
LUMO	0.032	Eh

Which is the most stable structure? b is the most stable.

a:
C5H9N3 | wB97M-V/def2-TZVPD

XYZ file:
```
17
Properties=species:S:1:pos:R:3:nbo_charge:R:1
C 1.9666 0.5659 0.3706 -0.228
C 0.4538 0.2256 0.3536 -0.113
C -0.4398 1.1917 -0.0034 -0.014
C -2.2442 -0.0553 -0.1250 0.309
C -0.0092 -1.1162 0.3005 -0.247
H 2.4854 -0.1801 -1.5135 0.361
H 3.7042 -0.3996 -0.4351 0.365
H 2.0928 1.6171 -0.1140 0.192
H 2.3965 0.7586 1.5406 0.205
H -0.0949 2.2555 0.0852 0.182
H -3.3102 -0.2693 -0.2395 0.179
H -1.9463 -2.0446 -0.3436 0.407
H 0.1403 -1.7146 1.3088 0.173
H 0.6623 -1.5913 -0.4684 0.225
N 2.6183 -0.4774 -0.5121 -0.861
N -1.7989 1.1771 -0.2576 -0.531
N -1.4613 -1.1714 0.0270 -0.604
```

Values from the calculation:
net charge	0
HOMO	-7.5	eV
HOMO-LUMO gap	8.40	eV
structure (SMILES)	NCC1=CN=CNC1
LUMO	0.031	Eh

b:
C5H9N3 | wB97M-V/def2-TZVPD

XYZ file:
```
17
Properties=species:S:1:pos:R:3:nbo_charge:R:1
C -2.6584 0.4213 -0.3660 -0.467
C 0.1383 -1.1817 -0.4021 0.276
C 2.1760 -0.3304 0.1890 -0.280
C 1.3403 1.0577 0.1348 -0.107
C 1.0562 2.1525 -0.2739 -0.188
H -2.0828 0.3358 -1.3173 0.202
H -3.6205 -0.0787 -0.7571 0.206
H -3.1221 1.6825 -0.2144 0.187
H -2.1583 -0.1185 1.6192 0.346
H 0.1018 0.4075 1.1400 0.433
H -0.7799 -1.8015 -0.9016 0.210
H 2.2768 -0.4869 1.2994 0.197
H 3.2415 -0.4380 -0.1469 0.247
H 0.6692 3.0401 -0.3314 0.205
N -1.8729 -0.5447 0.5047 -0.418
N -0.5307 -0.2563 0.5104 -0.542
N 1.4264 -1.3788 -0.4552 -0.508
```

Values from the calculation:
net charge	0
HOMO	-8.4	eV
HOMO-LUMO gap	9.11	eV
LUMO	0.027	Eh

Which is the most stable structure? a is the most stable.